Density functional theory data (ωB97M-V/def2-TZVPD) for 7 unconnected molecules or ions with the total composition C11H36O7 at a distorted geometry.

```
! RIJCOSX wB97M-V def2-TZVPD def2/J DEFGRID3
* xyz 0 1
C -1.5233 -2.9622 2.1261
C -0.6292 -1.9056 2.7828
O -1.4444 -0.9263 3.3463
H -2.1874 -3.3252 2.9106
H -0.9779 -3.8423 1.7853
H -2.1052 -2.6540 1.2575
H 0.0022 -1.6027 1.9476
H 0.0000 -2.2779 3.5913
H -0.8876 -0.1641 3.5211
C -2.8597 -0.2767 -0.0915
C -3.4801 0.3002 -1.3381
O -2.6277 0.7588 -2.3126
H -2.1943 0.4120 0.4292
H -2.1777 -1.0464 -0.4528
H -3.4689 -0.8142 0.6352
H -4.1719 1.0170 -0.8958
H -4.1146 -0.4851 -1.7490
H -3.0565 0.7291 -3.1710
C 0.8151 1.0512 0.1247
C 0.8958 0.3194 -1.2118
O 0.4516 1.0961 -2.2613
H -0.2180 1.3168 0.3490
H 1.4670 1.9242 0.0959
H 1.1319 0.4984 1.0091
H 0.3600 -0.6283 -1.1591
H 1.9177 0.0863 -1.5110
H -0.5030 1.0149 -2.3235
C 2.5531 -3.3265 1.9894
C 2.9148 -1.8857 1.8918
O 2.8142 -1.3188 3.1813
H 3.3868 -3.9040 2.3891
H 2.3094 -3.6413 0.9747
H 1.6739 -3.5366 2.5985
H 2.3585 -1.3277 1.1385
H 3.9890 -1.9349 1.7136
H 3.4549 -0.6110 3.2815
C -0.5915 2.2054 3.5650
O 0.3589 1.2197 3.8283
H -1.6161 1.8390 3.5005
H -0.5424 2.9877 4.3225
H -0.1481 2.5358 2.6257
H 1.1974 1.6565 3.9944
C 0.2628 4.5463 -2.2891
O 0.8770 3.5867 -3.1505
H 0.6605 4.5818 -1.2749
H 0.2767 5.5102 -2.7977
H -0.7853 4.2688 -2.1760
H 0.7717 2.7476 -2.6963
C 0.7332 -0.3264 -5.5114
O 1.7737 -1.0464 -6.1687
H 0.4476 -0.7418 -4.5450
H 0.9666 0.7132 -5.2816
H -0.0596 -0.4390 -6.2510
H 1.5482 -1.9720 -6.2871
*
```

Computed properties:
highest occupied orbital energy: -9.6 eV
energy: -26319.6544 eV
structure (SMILES): CCO.CCO.CCO.CCO.CO.CO.CO
Kohn-Sham gap: 9.98 eV
largest force on an atom: 0.0696 hartree/bohr

Quick look at the natural (NBO) charges, all values in e: -0.63 -0.06 -0.74 0.21 0.21 0.20 0.14 0.17 0.49 -0.64 -0.06 -0.74 0.21 0.20 0.24 0.15 0.16 0.49 -0.65 -0.06 -0.74 0.21 0.21 0.22 0.16 0.18 0.50 -0.62 -0.07 -0.73 0.21 0.21 0.22 0.16 0.16 0.47 -0.26 -0.75 0.20 0.17 0.18 0.48 -0.25 -0.75 0.15 0.18 0.15 0.49 -0.25 -0.74 0.16 0.20 0.16 0.46

***

Density functional theory data (ωB97M-V/def2-TZVPD) for 7 unconnected molecules or ions with the total composition C11H37N11O8 at a distorted geometry.

```
! RIJCOSX wB97M-V def2-TZVPD def2/J DEFGRID3
* xyz 0 1
C 14.4299 22.2590 -25.1149
O 15.6275 22.3083 -24.3568
C 16.2925 23.5493 -24.4396
C 15.8108 24.6189 -23.4391
N 14.6177 25.3968 -23.8635
C 14.1730 26.1752 -22.6828
C 13.3288 27.3765 -23.0721
O 14.1127 28.3573 -23.7275
C 14.9742 29.0960 -22.8904
H 13.9582 21.2841 -24.9723
H 14.6915 22.2658 -26.1788
H 13.7034 23.0190 -24.8488
H 16.3107 23.9271 -25.4649
H 17.3396 23.5468 -24.1174
H 16.5620 25.3697 -23.1839
H 15.6678 24.0755 -22.4894
H 13.9038 24.6966 -24.0168
H 15.0597 26.4572 -22.1119
H 13.6585 25.5967 -21.8988
H 12.8108 27.8454 -22.2217
H 12.4702 27.1594 -23.7109
H 14.4576 29.6645 -22.1066
H 15.3441 29.9542 -23.4584
H 15.7913 28.4476 -22.5817
N 15.6242 20.3448 -22.4517
C 15.4932 19.0582 -22.8267
N 15.3087 18.2019 -21.7310
O 15.4460 18.6599 -23.9871
H 15.5562 20.9957 -23.2520
H 16.0094 20.5883 -21.5625
H 15.1442 18.6177 -20.8367
H 15.0292 17.2496 -21.8731
N 13.6573 20.0170 -28.7679
C 13.7439 19.9303 -30.1324
N 13.6847 21.1835 -30.6829
O 13.9695 18.8944 -30.7445
H 13.4243 20.8761 -28.3142
H 13.7267 19.1593 -28.2367
H 13.2939 21.9435 -30.1635
H 14.1506 21.3727 -31.5500
N 12.3426 15.6729 -30.5063
C 12.1666 15.7979 -29.1633
N 12.2850 17.1006 -28.7452
O 11.9176 14.8966 -28.3701
H 12.2657 14.7713 -30.9358
H 12.6228 16.4793 -31.0344
H 12.3402 17.8576 -29.4000
H 12.2880 17.3207 -27.7647
N 18.2890 14.4100 -24.4155
C 18.0573 15.7569 -24.2054
N 16.8640 16.2029 -24.6614
O 18.8248 16.4030 -23.4965
H 19.1987 14.0937 -24.1357
H 17.7134 13.9166 -25.0702
H 16.5510 17.0963 -24.2940
H 16.2573 15.5349 -25.0930
N 9.9813 17.5503 -24.9297
C 11.1481 17.9682 -24.3470
N 11.7509 16.9801 -23.6353
O 11.5175 19.1371 -24.4062
H 9.6258 16.6194 -24.8293
H 9.4503 18.1886 -25.4901
H 11.3959 16.0557 -23.7850
H 12.6061 17.1555 -23.1447
O 13.5387 18.1314 -26.2120
H 13.4427 18.8176 -25.5372
H 14.1653 17.5075 -25.8327
*
```

Computed properties:
highest occupied orbital energy: -9.1 eV
energy: -44781.4650 eV
structure (SMILES): COCCNCCOC.NC(N)=O.NC(N)=O.NC(N)=O.NC(N)=O.NC(N)=O.O
Kohn-Sham gap: 9.54 eV
largest force on an atom: 0.0418 hartree/bohr

Quick look at the natural (NBO) charges, all values in e: -0.25 -0.56 -0.08 -0.25 -0.60 -0.26 -0.07 -0.54 -0.26 0.21 0.18 0.16 0.18 0.20 0.20 0.17 0.34 0.19 0.18 0.17 0.19 0.17 0.20 0.17 -0.86 0.80 -0.86 -0.72 0.44 0.39 0.39 0.40 -0.86 0.78 -0.86 -0.67 0.38 0.43 0.38 0.41 -0.85 0.78 -0.87 -0.69 0.40 0.40 0.39 0.42 -0.86 0.77 -0.86 -0.67 0.41 0.38 0.44 0.38 -0.84 0.79 -0.84 -0.69 0.39 0.41 0.39 0.41 -0.98 0.50 0.49